No. 1
A cluster of 7 separate species, C18H37BrCl12N3 in total in a non-equilibrium geometry, computed with the ωB97M-V functional and the def2-TZVPD basis.

Values from the calculation:
F_max: 0.0532 hartree/bohr
frontier orbital gap: 7.46 eV
energy: -8968.38998 a.u.
LUMO: -4.48 eV

```
! wB97M-V def2-TZVPD RIJCOSX def2/J DEFGRID3
* xyz 1 1
Br 0.10751 0.05988 3.08292
Cl 1.09462 -3.93442 -1.89206
Cl 2.52863 0.18396 -5.92328
Cl -1.21065 -2.93180 0.51535
Cl 3.40776 -1.55849 -1.61384
Cl 3.20460 -3.45046 1.07809
Cl -5.60342 -5.69906 4.48989
Cl 3.51227 1.74184 -2.50985
Cl 5.51432 -3.51290 3.57772
Cl 5.84316 0.68134 -5.30572
Cl -4.32473 4.27482 -1.44122
Cl -3.85968 -6.04426 1.58700
Cl -4.05567 6.31454 1.26815
N -1.98761 3.29352 3.11131
N -2.72998 1.75697 1.56720
N -3.26781 1.36038 3.80950
C 2.90688 -3.21633 2.82001
C 4.88040 0.73021 -1.97437
C -3.89390 -5.28635 4.21163
C 5.04489 0.62725 -6.89997
C -0.84168 1.74084 -0.07654
C -2.68570 2.10980 2.90049
C -4.30201 6.05984 -1.44713
C -3.40588 6.61309 -0.36958
C -1.53756 -3.38522 -1.18492
C -0.89727 3.21380 2.09507
C -3.65404 -4.77252 2.81574
C 0.59893 0.07214 1.16675
C 4.74527 -0.69824 -2.43385
C -0.59994 -4.46041 -1.68331
C -1.62433 2.51776 0.96709
C -0.59945 0.27715 0.27169
C 4.04775 -2.50720 3.50151
C 3.65429 1.20353 -6.85803
H 5.65788 -1.24353 -2.20065
H -0.50593 4.20010 1.92757
H 4.94397 0.79398 -0.89140
H -2.66450 3.95724 2.73349
H -2.76712 0.97966 4.58477
H 1.05148 -0.87610 0.96177
H -2.41151 6.17871 -0.41964
H -5.32468 6.40739 -1.33761
H 5.03878 -0.40512 -7.23624
H 5.66332 1.20608 -7.58227
H -1.44545 1.73951 -0.97426
H -2.63158 -4.41030 2.72637
H 3.64840 2.19763 -6.42034
H -4.24652 1.18180 3.70567
H -0.12621 2.67575 2.62133
H -3.64338 1.96788 1.18044
H -0.59763 -5.30681 -1.00259
H -0.38973 -0.24732 -0.64870
H 4.57515 -0.75897 -3.50147
H 0.05784 2.25476 -0.34674
H -3.93752 6.37063 -2.42339
H -1.48169 -2.48533 -1.79207
H 2.72206 -4.19078 3.26311
H 3.77107 -2.26964 4.52705
H 5.78025 1.17215 -2.39595
H -3.31471 7.69084 -0.48193
H -0.92920 -4.80462 -2.66137
H -4.32913 -3.95701 2.57131
H -2.10405 3.33668 0.42092
H 2.00010 -2.62010 2.90992
H 4.30065 -1.58216 2.99050
H 1.33972 0.83459 1.03105
H -1.47921 -0.18961 0.66710
H -2.55987 -3.75704 -1.21346
H 3.25674 1.27016 -7.86844
H -3.29621 -6.16942 4.41750
H -3.63155 -4.51669 4.93523
*
```

Results of the Löwdin charge analysis, in e, for atoms 1 through 8: atom 1 (Br): 0.675, atom 2 (Cl): 0.527, atom 3 (Cl): 0.538, atom 4 (Cl): 0.599, atom 5 (Cl): 0.501, atom 6 (Cl): 0.522, atom 7 (Cl): 0.545, atom 8 (Cl): 0.509


No. 2
A cluster of 2 separate species, C3H11NS2 in total in a non-equilibrium geometry, computed with the ωB97M-V functional and the def2-TZVPD basis.

Values from the calculation:
ΔE to the lowest compared entry with this formula, charge and spin: 26.04 kcal per mole
F_max: 0.0373 hartree/bohr
frontier orbital gap: 8.93 eV
energy: -971.97664 a.u.
LUMO: 0.40 eV

```
! wB97M-V def2-TZVPD RIJCOSX def2/J DEFGRID3
* xyz 0 1
S -2.36285 1.26669 0.22462
S -2.07053 0.70192 2.22413
N 2.12972 0.83685 -1.27449
C -2.55445 -1.04778 2.17067
C 1.33564 0.90501 -0.02218
C 1.99642 -0.43051 -1.94744
H -3.23991 -1.29325 1.36179
H -1.63925 0.20506 -0.15456
H 0.96851 -0.60947 -2.33356
H -3.03880 -1.23500 3.11654
H 2.57090 -0.57482 -2.82539
H 1.78860 1.54718 -1.90706
H -1.66169 -1.63360 1.95001
H 1.46170 0.01205 0.59322
H 0.29370 0.92941 -0.34428
H 1.81215 1.72641 0.49828
H 2.21013 -1.30613 -1.33029
*
```

Results of the Löwdin charge analysis, in e, for atoms 1 through 8: atom 1 (S): 0.306, atom 2 (S): 0.358, atom 3 (N): -0.188, atom 4 (C): -0.486, atom 5 (C): -0.128, atom 6 (C): -0.181, atom 7 (H): 0.028, atom 8 (H): -0.211


No. 3
A structure of composition C16H25CoN5O5 in a non-equilibrium geometry, computed with the ωB97M-V functional and the def2-TZVPD basis.

Values from the calculation:
ΔE to the lowest compared entry with this formula, charge and spin: 0.00 kcal per mole
F_max: 0.0608 hartree/bohr
⟨S²⟩: 3.813
frontier orbital gap (alpha / beta): 5.36 / 6.18 eV
energy: -2657.22575 a.u.
LUMO (alpha / beta): -0.46 / -0.28 eV

```
! wB97M-V def2-TZVPD RIJCOSX def2/J DEFGRID3
* xyz 0 4
Co -0.05112 0.35251 -0.06356
O 0.49856 -3.35861 -0.18032
O -1.06007 2.40032 -0.28353
O -2.82660 -0.19942 -0.60495
O 4.17633 2.14324 -2.56718
O 2.04479 -0.31664 -2.45683
N -1.51458 -0.37999 -1.02312
N 1.28452 1.03734 1.07424
N -0.37401 -0.51800 1.52815
N 0.71579 -0.87483 2.25580
N 0.76112 -0.28995 -1.93711
C -2.69390 -2.80578 3.21926
C -2.60467 -0.08142 2.52602
C 3.14486 2.91078 -1.96210
C 0.25119 -1.30981 -4.16247
C -0.11894 -0.81039 -2.80439
C 3.45454 1.49370 2.80193
C 2.99992 2.48259 1.91660
C 1.93060 2.23020 1.05928
C -3.65466 -0.57307 3.30783
C 1.62717 0.11725 2.04386
C -3.71709 -1.93425 3.62536
C -1.55945 -0.96663 2.13432
C -1.60411 -2.31989 2.50040
C -2.70964 -1.16839 -2.98933
C 2.80480 0.27021 2.81664
C -1.45650 -0.79174 -2.29773
H 3.47660 3.45883 1.90721
H -2.85911 -2.26078 -2.95063
H -0.35392 -2.18565 -4.44607
H 1.30144 -1.59777 -4.25765
H -0.29353 -2.85267 -0.43288
H -2.73085 -3.86669 3.47294
H -2.84976 -0.12444 0.37042
H -1.77904 2.45305 -0.94605
H -4.42534 0.11538 3.66778
H 3.24207 3.96099 -2.24945
H 1.24257 -2.76541 -0.39681
H 3.19657 2.80799 -0.87934
H 2.59806 0.33822 -1.98575
H -4.56356 -2.31771 4.20106
H 1.56051 2.93413 0.31529
H -0.74760 -2.95407 2.26122
H 0.05432 -0.56141 -4.95002
H -2.52011 0.99124 2.31969
H 2.20029 2.49728 -2.31915
H -1.37854 2.89084 0.50424
H 3.11009 -0.55677 3.45104
H -2.71375 -0.90089 -4.05526
H 4.75394 2.78986 -3.01358
H 4.31373 1.67840 3.45361
H -3.58394 -0.71128 -2.51889
*
```

Results of the Löwdin charge analysis, in e, for atoms 1 through 8: atom 1 (Co): 0.495, atom 2 (O): -0.070, atom 3 (O): -0.062, atom 4 (O): -0.039, atom 5 (O): -0.125, atom 6 (O): -0.038, atom 7 (N): -0.068, atom 8 (N): -0.029


Q: Which of these has the highest energy?
A: C3H11NS2